Density functional theory data (wB97M-V/def2-TZVPD) for a structure of composition C4HO3 at a distorted geometry.

Results
Total charge ... -1
HOMO ... -0.1065 Eh
Total energy ... -10304.869 eV
LUMO ... 0.1483 Eh
Spin multiplicity ... 1

Each line ends with the Mulliken charge.
Cartesian coordinates (Å):
C  -1.38815  -1.14307  -1.09534  -0.278
C  -1.10312  -0.10650  -0.49991  -0.111
C  -0.39307  0.80506  0.24673  0.034
C  1.47909  0.25961  0.69722  0.643
O  2.14217  0.09834  -0.31940  -0.620
O  -0.69887  1.87535  0.63843  -0.522
O  1.54509  0.18693  1.89100  -0.563
H  -1.58313  -1.97572  -1.55873  0.417

***

Density functional theory data (wB97M-V/def2-TZVPD) for a structure of composition C4KLiO2 at a distorted geometry.

Results
Total charge ... +1
HOMO (alpha / beta) ... -0.3346 / -0.3453 Eh
Total energy ... -24757.818 eV
LUMO (alpha / beta) ... -0.1394 / -0.2552 Eh
Spin multiplicity ... 2

Each line ends with the Mulliken charge.
Cartesian coordinates (Å):
C  1.26275  -0.06800  0.07779  -0.358
C  -0.03397  -0.03274  0.02657  0.138
C  -1.32169  0.00753  0.00057  -0.669
C  -2.61447  0.04385  -0.01036  0.493
O  -3.77309  0.06378  0.00549  -0.504
Li  -5.81087  0.10362  -0.07900  0.984
O  7.27034  0.08421  -0.29428  0.027
K  5.02100  -0.20224  0.27322  0.889

***

Density functional theory data (wB97M-V/def2-TZVPD) for a structure of composition C4N2 at a distorted geometry.

Results
Total charge ... 0
HOMO ... -0.4283 Eh
Total energy ... -7122.418 eV
LUMO ... -0.0845 Eh
Spin multiplicity ... 1

Each line ends with the Mulliken charge.
Cartesian coordinates (Å):
C  0.28649  0.01839  0.06295  0.519
C  1.08592  0.68789  0.87334  -0.237
C  -0.85817  0.73471  0.58569  0.214
N  -1.68358  1.37933  1.09169  -0.269
C  0.44337  -0.99986  -0.92430  0.079
N  0.72598  -1.82046  -1.68937  -0.307